This record from OMol25 describes C27H22Cl2I2N4O3Pd as an isolated structure. The level of theory is ωB97M-V with the def2-TZVPD basis set.

```
61
Properties=species:S:1:pos:R:3:lowdin_charge:R:1
I -0.452 7.966 -1.504 0.7669
I 3.039 3.099 1.621 0.8003
Pd -1.426 -0.187 -1.323 0.5438
Cl 0.107 -2.897 -4.121 0.6339
Cl -4.879 5.468 -4.071 0.5839
O 1.481 -2.848 -0.849 -0.0563
O 1.353 -4.777 0.295 -0.0053
O -0.541 5.105 -0.093 -0.0957
N -2.947 -1.457 -1.989 -0.0879
N 1.444 -0.192 -0.420 0.0144
N 0.408 0.644 -0.616 -0.0830
N -2.316 3.031 -0.292 0.1140
C 3.764 -0.450 4.611 -0.0647
C -2.460 4.100 -1.100 -0.1410
C 3.483 -2.900 1.710 -0.2214
C -1.737 6.330 -1.728 -0.6701
C -2.759 6.395 -2.670 -0.2299
C 2.119 -2.823 1.413 -0.0770
C -1.097 -2.759 -2.872 -0.6922
C -3.485 4.162 -2.081 -0.1940
C -3.611 5.340 -2.858 -0.6413
C -4.312 3.026 -2.224 -0.0532
C 1.831 -1.280 3.232 -0.0229
C 4.379 -3.776 0.875 -0.0410
C 3.998 -2.149 2.759 -0.0324
C -1.210 -3.705 -1.897 -0.1355
C -2.196 -3.494 -0.917 -0.1072
C 1.591 -3.565 0.187 -0.6710
C 2.416 0.394 0.282 -0.1706
C -4.123 1.941 -1.415 -0.0849
C -1.478 5.198 -0.902 -0.5057
C 0.731 1.800 -0.039 -0.1768
C 1.284 -2.014 2.182 -0.2164
C -1.934 -1.619 -2.890 -0.3169
C -0.187 -1.896 1.880 -0.0335
C -2.994 -2.378 -0.983 -0.2062
C 2.003 1.684 0.540 -0.7635
C -3.113 2.000 -0.439 -0.2092
C 3.184 -1.322 3.528 -0.2874
H 5.417 -3.710 1.209 0.0651
H 1.401 -1.213 -0.681 0.0975
H -1.966 -0.999 -3.778 0.0824
H -2.880 7.288 -3.271 0.0754
H -4.710 1.038 -1.526 0.0888
H 3.305 -0.142 0.573 0.1163
H 5.063 -2.199 2.973 0.1046
H -0.520 -4.535 -1.838 0.1001
H 4.053 -4.816 0.927 0.0801
H -0.509 -0.854 1.936 0.0744
H -0.425 -2.256 0.880 0.0466
H 1.182 -0.628 3.811 0.1189
H -0.779 -2.472 2.597 0.0833
H 4.012 0.539 4.216 0.0611
H -5.080 3.025 -2.986 0.0746
H 4.677 -0.884 5.025 0.0660
H -2.968 1.167 0.247 0.0809
H 0.053 2.644 -0.048 0.0773
H 4.329 -3.484 -0.176 0.0859
H 3.053 -0.307 5.426 0.0697
H -3.764 -2.203 -0.239 0.0891
H -2.301 -4.191 -0.097 0.0986
```

Results
- E_LUMO: 3.9 eV
- Net charge: -2
- Multiplicity: 1
- F_max: 0.1 eV/A
- HOMO: -1.87 eV
- Relative energy (zero: lowest compared OMol25 entry of this formula, charge and spin): 0.000 eV
- E: -85188.0119 eV

---

This record from OMol25 describes a 2-piece molecular cluster, C11H18 overall. The level of theory is ωB97M-V with the def2-TZVPD basis set.

```
29
Properties=species:S:1:pos:R:3:lowdin_charge:R:1
C 0.626 -2.305 0.716 -0.1180
C -0.499 1.841 0.247 -0.2904
C -0.174 1.917 -1.113 -0.0462
C -1.744 -2.908 0.753 -0.0856
C 1.173 1.979 -1.433 -0.1004
C 2.188 1.740 -0.520 -0.0957
C -0.617 -2.336 -0.143 -0.4968
C 0.485 1.731 1.207 -0.0576
C 1.824 1.568 0.809 -0.0890
C -1.937 1.973 0.684 -0.0564
C -0.381 -3.249 -1.347 -0.0832
H -2.686 -2.951 0.213 0.0729
H 3.231 1.775 -0.797 0.0986
H -1.833 -2.197 1.578 0.0685
H 1.423 -1.721 0.239 0.0720
H -2.115 2.571 1.579 0.0777
H 1.496 2.148 -2.448 0.0978
H -2.368 0.982 0.858 0.0742
H 0.402 1.634 2.275 0.1078
H 0.571 -1.810 1.689 0.0755
H 0.979 -3.330 0.810 0.0778
H 0.575 -2.974 -1.799 0.0756
H -2.578 2.431 -0.077 0.0740
H 2.490 1.257 1.587 0.0940
H -0.899 2.228 -1.854 0.1096
H -1.178 -2.999 -2.053 0.0770
H -1.367 -3.835 1.171 0.0747
H -0.365 -4.290 -1.056 0.0757
H -0.810 -1.285 -0.373 0.1159
```

Results
- E_LUMO: 1.0 eV
- Multiplicity: 1
- F_max: 2.3 eV/A
- SMILES string: Cc1ccccc1.CC(C)C
- HOMO: -9.12 eV
- Relative energy (zero: lowest compared OMol25 entry of this formula, charge and spin): 0.681 eV
- E: -11698.5991 eV

---

This record from OMol25 describes a 2-piece molecular cluster, C5H13N overall. The level of theory is ωB97M-V with the def2-TZVPD basis set.

```
19
Properties=species:S:1:pos:R:3:lowdin_charge:R:1
N 0.895 2.616 -3.913 -0.0997
C 1.437 2.918 -5.024 -0.0953
C -0.257 -2.171 3.567 -0.3297
C -1.791 -2.210 3.468 -0.1241
C 0.364 -2.149 4.941 -0.1341
C -0.294 1.686 -3.996 -0.1306
H 0.073 -1.366 2.909 0.0951
H 1.400 -1.832 5.060 0.0655
H 1.383 2.246 -5.881 0.0712
H 0.043 -3.111 3.095 0.0938
H -0.493 1.754 -2.930 0.0603
H -0.109 -1.427 5.621 0.0663
H -0.141 0.722 -4.475 0.0662
H -2.264 -1.532 4.178 0.0665
H 0.193 -3.109 5.433 0.0712
H -2.098 -1.956 2.454 0.0640
H -2.143 -3.233 3.612 0.0656
H -1.069 2.178 -4.579 0.0656
H 1.928 3.887 -4.972 0.0623
```

Results
- E_LUMO: 1.1 eV
- Multiplicity: 1
- F_max: 2.2 eV/A
- SMILES string: C=NC.CCC
- HOMO: -9.51 eV
- Relative energy (zero: lowest compared OMol25 entry of this formula, charge and spin): 2.239 eV
- E: -6883.9580 eV

---

This record from OMol25 describes a 3-piece molecular cluster, C21H44Cl2N4OPS overall. The level of theory is ωB97M-V with the def2-TZVPD basis set.

```
74
Properties=species:S:1:pos:R:3:lowdin_charge:R:1
Cl -1.829 3.759 -4.905 0.7253
Cl 2.040 -2.344 -4.872 0.6898
S 2.995 2.565 -5.546 0.1710
P 2.240 0.767 -5.577 0.3711
O -0.600 2.415 -6.673 0.0909
N 1.041 1.982 -0.872 0.1738
N 0.413 -4.723 0.265 -0.1984
N -1.375 3.340 3.891 -0.2015
N -0.150 -0.874 -4.774 0.1206
C -1.026 4.535 3.133 -0.2638
C -2.597 4.216 5.964 -0.0798
C -0.481 0.631 -2.203 -0.0768
C -2.614 3.429 4.649 -0.2484
C -1.772 0.907 -5.305 -0.0248
C 0.144 -6.038 0.831 -0.2440
C 0.822 -4.714 -1.126 -0.2562
C -0.241 2.751 4.582 -0.2769
C 1.052 -1.172 -3.952 -0.6224
C -1.307 2.306 -5.772 -0.8247
C -0.596 0.309 -4.582 -0.1885
C -0.112 1.519 -1.022 -0.4058
C -1.236 1.790 0.000 -0.0159
C 2.268 -5.102 -1.461 -0.0761
C 1.337 -6.959 1.106 -0.0821
C 0.273 1.001 -3.506 -0.2092
C -0.525 1.369 5.152 -0.0893
C 1.172 -3.859 1.152 -0.2655
C 1.609 0.279 -3.852 -0.3645
C 1.225 -2.408 0.694 -0.0957
C -0.545 5.761 3.916 -0.0817
H -2.952 2.412 4.868 0.1001
H 0.388 0.956 5.585 0.0747
H 1.740 -1.803 1.442 0.0772
H -0.393 -5.891 1.773 0.1118
H 1.732 -7.398 0.190 0.0568
H -0.383 -0.417 -1.892 0.1275
H 1.201 0.698 -6.536 -0.0093
H -0.867 0.684 4.373 0.0723
H 2.201 -4.219 1.298 0.1046
H 0.144 -5.353 -1.699 0.1163
H 1.019 -7.788 1.741 0.0752
H -1.713 4.003 6.566 0.0700
H -0.094 6.481 3.229 0.0733
H 0.697 -3.873 2.137 0.1225
H 1.028 2.532 -0.009 0.0715
H 0.218 -2.000 0.566 0.0701
H 0.456 2.070 -3.680 0.1357
H -1.368 6.273 4.413 0.0581
H 0.583 2.647 3.868 0.1135
H 3.253 -0.119 -6.000 -0.0257
H 0.209 5.508 4.661 0.0695
H 2.413 -6.180 -1.456 0.0603
H -0.239 4.265 2.418 0.0948
H 2.147 -6.446 1.625 0.0683
H 2.991 -4.651 -0.780 0.0721
H -2.651 5.291 5.795 0.0557
H 0.641 -3.707 -1.525 0.0753
H 0.129 3.396 5.392 0.1021
H -3.469 3.946 6.563 0.0747
H -1.941 0.332 -6.224 0.1464
H 2.505 0.450 -3.249 0.1301
H -3.397 3.836 4.003 0.1139
H -1.000 1.252 0.928 0.0873
H 0.862 -1.627 -2.977 0.0991
H 1.772 -2.293 -0.245 0.0538
H -1.553 0.795 -2.395 0.1209
H -0.547 -1.554 -5.420 0.1858
H -2.679 0.932 -4.692 0.1421
H -1.274 1.397 5.944 0.0671
H 2.512 -4.753 -2.469 0.0549
H -1.327 2.859 0.207 0.0836
H -2.175 1.356 -0.368 0.0733
H -1.878 4.830 2.512 0.1088
H -0.564 -6.565 0.185 0.1131
```

Results
- E_LUMO: -4.7 eV
- Net charge: +1
- Multiplicity: 1
- F_max: 3.3 eV/A
- HOMO: -9.93 eV
- E: -75659.1872 eV

---

This record from OMol25 describes C27H25BrIrN5O4S as an isolated structure. The level of theory is ωB97M-V with the def2-TZVPD basis set.

```
64
Properties=species:S:1:pos:R:3:lowdin_charge:R:1
Ir -0.852 0.275 0.833 1.0070
Br 5.734 -1.783 2.273 0.7864
S -1.348 -1.770 1.667 0.7105
O 0.945 0.425 2.116 -0.2749
O -1.038 2.817 0.110 -0.0125
O 1.430 1.678 -0.091 -0.0192
O 0.466 -0.903 -0.501 -0.2515
N -1.161 2.682 -2.137 0.0970
N -2.524 0.314 -0.288 -0.0992
N 5.145 1.426 -2.084 0.1849
N 3.072 2.234 -2.180 0.1724
N 0.519 -2.207 -0.223 -0.1790
C 3.996 1.499 -1.484 -0.2648
C -0.260 -2.755 0.736 -0.5720
C -1.215 1.229 -2.176 -0.1056
C -3.693 -0.068 0.255 -0.1283
C 1.404 -2.938 -0.940 -0.0011
C -1.136 3.374 -0.980 -0.5154
C 5.913 2.428 -4.261 -0.0078
C 4.196 3.738 -5.371 -0.0919
C 4.995 2.166 -3.244 -0.2219
C 3.274 3.482 -4.377 -0.0292
C -2.501 0.712 -1.578 -0.2199
C 2.224 0.248 1.596 -0.2037
C 4.679 0.020 0.366 -0.0530
C -4.856 0.306 -1.779 -0.0293
C 5.499 3.217 -5.315 -0.0867
C 4.410 -0.665 1.526 -0.6682
C -1.221 4.868 -1.081 0.0275
C 2.489 0.972 0.433 -0.1924
C -3.659 0.709 -2.338 0.0009
C -4.873 -0.078 -0.454 -0.0264
C -0.151 -4.134 0.963 -0.0752
C 3.176 -0.574 2.162 -0.0473
C 3.703 2.690 -3.317 -0.1919
C 1.531 -4.280 -0.730 -0.0343
C 0.732 -4.891 0.240 -0.0464
C 3.703 0.844 -0.208 -0.0531
C 0.763 0.083 3.504 -0.0638
H 0.709 -0.997 3.621 0.0782
H -1.365 3.192 -2.980 0.1457
H -0.780 -4.568 1.728 0.1143
H -0.352 0.807 -1.672 0.0786
H -3.660 -0.365 1.292 0.0810
H -1.077 5.237 -2.095 0.0856
H -2.206 5.176 -0.726 0.1016
H 6.917 2.026 -4.210 0.1149
H 0.814 -5.954 0.424 0.1194
H 2.962 -1.132 3.061 0.1114
H 5.634 -0.068 -0.132 0.1143
H 2.139 2.429 -1.862 0.1328
H -3.609 1.023 -3.373 0.1262
H 1.971 -2.364 -1.657 0.1448
H -0.479 5.312 -0.421 0.0963
H 2.271 3.889 -4.422 0.1016
H 6.188 3.445 -6.117 0.1032
H 3.912 4.356 -6.214 0.1027
H -5.764 0.296 -2.369 0.1224
H -1.163 0.929 -3.219 0.1393
H 2.247 -4.840 -1.313 0.1180
H -5.786 -0.393 0.032 0.1214
H 1.586 0.491 4.089 0.1107
H -0.173 0.538 3.809 0.0921
H 1.241 2.460 0.445 0.1227
```

Results
- E_LUMO (alpha / beta): -2.7 / -2.9 eV
- Net charge: +1
- Expectation value of S²: 0.753
- Multiplicity: 2
- F_max: 0.9 eV/A
- HOMO (alpha / beta): -10.30 / -10.30 eV
- Relative energy (zero: lowest compared OMol25 entry of this formula, charge and spin): 0.566 eV
- E: -127756.0781 eV